Record 1
Below is C34H70AsFeN7Si6 as an isolated structure, with properties calculated with the ωB97M-V functional and the def2-TZVPD basis.

Values from the calculation:
- Charge: +1
- Gap between HOMO and LUMO (spin up / spin down): 6.477 / 5.071 eV
- 2S+1: 6
- Energy relative to the best compared isomer or geometry (same formula, charge and spin): 0.0 kcal per mole
- ⟨S²⟩: 8.7658
- Molar mass: 876.266 g/mol
- LUMO energy (spin up / spin down): -1.9 / -3.4 eV
- E_tot: -6957.31235 hartree

CARTESIAN COORDINATES (ANGSTROEM)
1 Fe 0.006 0.033 1.128
2 C 3.554 0.029 1.347
3 N 2.657 -0.076 0.207
4 C 2.777 1.013 -0.750
5 C 1.446 1.486 -1.229
6 N 0.279 1.036 -0.839
7 C -0.659 1.766 -1.599
8 C -2.052 1.718 -1.634
9 C -2.705 2.550 -2.520
10 C -2.003 3.435 -3.353
11 C -0.627 3.505 -3.324
12 C 0.015 2.647 -2.438
13 N 1.359 2.447 -2.172
14 C 2.856 0.628 2.530
15 N 1.571 0.545 2.766
16 C 1.395 1.110 4.036
17 C 0.251 1.229 4.826
18 C 0.393 1.818 6.064
19 C 1.635 2.291 6.521
20 C 2.776 2.170 5.757
21 C 2.623 1.559 4.517
22 N 3.540 1.240 3.526
23 H 4.459 0.608 1.122
24 H 3.909 -0.971 1.618
25 H 2.801 -0.958 -0.271
26 H 3.369 0.703 -1.616
27 H 3.302 1.862 -0.298
28 H -2.603 1.081 -0.964
29 H -3.785 2.530 -2.562
30 H -2.554 4.077 -4.027
31 H -0.080 4.182 -3.966
32 H 2.135 2.914 -2.611
33 H -0.709 0.909 4.451
34 H -0.476 1.936 6.695
35 H 1.697 2.758 7.494
36 H 3.735 2.523 6.109
37 H 4.528 1.422 3.539
38 N -1.752 -1.329 0.967
39 C -1.974 -2.323 2.024
40 C -0.875 -3.378 2.034
41 C 0.502 -2.885 2.466
42 N 1.151 -2.028 1.442
43 H -2.507 -0.647 0.942
44 H -1.755 -1.788 0.057
45 H -2.953 -2.800 1.919
46 H -1.982 -1.789 2.974
47 H -0.785 -3.840 1.044
48 H -1.181 -4.183 2.704
49 H 1.142 -3.748 2.680
50 H 0.430 -2.301 3.387
51 H 1.258 -2.565 0.579
52 H 2.092 -1.819 1.771
53 C -4.770 2.631 0.976
54 Si -3.749 2.022 2.422
55 C -3.968 3.214 3.844
56 C -4.465 0.376 2.971
57 As -1.532 1.819 1.813
58 Si -0.718 3.976 1.928
59 C -0.452 4.589 3.675
60 C -1.824 5.166 1.003
61 C 0.970 3.953 1.087
62 H -5.832 2.670 1.229
63 H -4.651 1.969 0.115
64 H -4.458 3.629 0.667
65 H -5.036 3.307 4.059
66 H -3.583 4.210 3.633
67 H -3.472 2.846 4.744
68 H -5.419 0.553 3.474
69 H -3.812 -0.133 3.679
70 H -4.669 -0.297 2.136
71 H -1.318 4.424 4.312
72 H -0.229 5.659 3.667
73 H 0.394 4.069 4.130
74 H -2.755 5.365 1.534
75 H -2.075 4.766 0.018
76 H -1.311 6.121 0.865
77 H 1.488 3.008 1.273
78 H 1.593 4.759 1.480
79 H 0.875 4.090 0.008
80 C -1.997 -4.372 -1.895
81 Si -1.403 -2.964 -2.975
82 C -1.423 -3.574 -4.743
83 C -2.591 -1.527 -2.840
84 Si 0.783 -2.274 -2.431
85 Si 1.606 -1.105 -4.300
86 C 1.938 -2.324 -5.682
87 C 3.223 -0.206 -3.963
88 C 0.317 0.145 -4.849
89 Si 2.240 -3.942 -1.666
90 C 2.797 -5.003 -3.101
91 C 1.455 -5.050 -0.375
92 C 3.739 -3.117 -0.879
93 H -3.017 -4.626 -2.192
94 H -2.009 -4.153 -0.829
95 H -1.382 -5.260 -2.043
96 H -2.428 -3.931 -4.980
97 H -0.730 -4.402 -4.897
98 H -1.172 -2.786 -5.453
99 H -3.622 -1.888 -2.867
100 H -2.454 -0.838 -3.674
101 H -2.459 -0.946 -1.932
102 H 2.861 -2.876 -5.514
103 H 2.051 -1.760 -6.612
104 H 1.135 -3.043 -5.820
105 H 3.928 -0.806 -3.387
106 H 3.061 0.740 -3.447
107 H 3.697 0.023 -4.921
108 H -0.311 -0.275 -5.637
109 H 0.804 1.033 -5.258
110 H -0.336 0.474 -4.040
111 H 1.952 -5.398 -3.665
112 H 3.374 -5.848 -2.716
113 H 3.429 -4.451 -3.794
114 H 0.532 -5.502 -0.734
115 H 1.230 -4.537 0.564
116 H 2.151 -5.859 -0.139
117 H 4.092 -2.261 -1.456
118 H 4.566 -3.827 -0.808
119 H 3.522 -2.782 0.139

Atom charges from the Löwdin analysis, given in e for atoms 1 to 6:
1 Fe 0.505
2 C -0.135
3 N -0.058
4 C -0.117
5 C -0.338
6 N 0.093



Record 2
Below is a 10-piece molecular cluster, C34H70Br4N2O20 overall at a distorted geometry, with properties calculated with the ωB97M-V functional and the def2-TZVPD basis.

Values from the calculation:
- Charge: 0
- SMILES string: CCOC(=O)OC.CCOC(=O)OC.CCOC(=O)OC.CCOC(=O)OC.CCOC(=O)OC.CCOC(=O)OC.CN(C)C=O.CN(C)C=O.BrCCBr.BrCCBr
- Gap between HOMO and LUMO: 9.391 eV
- 2S+1: 1
- Energy relative to the best compared isomer or geometry (same formula, charge and spin): 142.3 kcal per mole
- Molar mass: 1146.544 g/mol
- LUMO energy: 0.1 eV
- E_tot: -13247.67074 hartree

CARTESIAN COORDINATES (ANGSTROEM)
1 C -11.227 10.041 -1.521
2 C -11.131 8.712 -0.732
3 O -10.632 7.695 -1.649
4 C -10.352 6.437 -1.195
5 O -10.933 5.943 -0.259
6 O -9.489 5.858 -2.074
7 C -8.916 4.604 -1.641
8 H -10.310 10.331 -2.035
9 H -11.383 10.807 -0.762
10 H -11.943 10.015 -2.342
11 H -12.130 8.430 -0.398
12 H -10.508 8.798 0.159
13 H -9.702 4.000 -1.188
14 H -8.172 4.871 -0.891
15 H -8.470 4.110 -2.504
16 C 1.358 0.842 5.106
17 C 2.254 2.102 5.370
18 O 2.934 1.802 6.578
19 C 3.738 2.791 7.112
20 O 4.164 3.917 6.721
21 O 3.915 2.537 8.480
22 C 4.844 3.116 9.333
23 H 2.073 0.082 4.789
24 H 0.750 1.142 4.254
25 H 0.651 0.467 5.846
26 H 1.557 2.884 5.672
27 H 2.947 2.279 4.547
28 H 4.912 4.203 9.288
29 H 5.845 2.692 9.252
30 H 4.389 2.853 10.288
31 C -3.086 -9.597 6.036
32 C -2.666 -8.256 5.510
33 O -3.497 -7.963 4.479
34 C -3.658 -6.669 4.138
35 O -3.535 -5.763 4.928
36 O -4.056 -6.679 2.851
37 C -4.029 -5.486 2.095
38 H -4.126 -9.540 6.358
39 H -2.479 -9.868 6.900
40 H -3.016 -10.406 5.308
41 H -1.667 -8.255 5.073
42 H -2.731 -7.601 6.379
43 H -3.909 -4.490 2.521
44 H -4.911 -5.448 1.456
45 H -3.152 -5.408 1.451
46 C -3.739 -8.679 -6.496
47 C -2.743 -8.901 -5.367
48 O -3.429 -9.668 -4.448
49 C -2.657 -10.370 -3.533
50 O -1.409 -10.288 -3.436
51 O -3.469 -11.218 -2.870
52 C -3.020 -12.409 -2.255
53 H -3.698 -7.669 -6.904
54 H -4.786 -8.718 -6.193
55 H -3.573 -9.377 -7.316
56 H -2.366 -7.980 -4.924
57 H -1.900 -9.470 -5.760
58 H -3.703 -13.212 -2.533
59 H -3.162 -12.334 -1.177
60 H -2.038 -12.760 -2.573
61 C 5.245 -9.597 9.047
62 C 5.652 -9.652 7.578
63 O 4.879 -8.732 6.744
64 C 5.046 -8.749 5.448
65 O 5.795 -9.516 4.765
66 O 4.211 -7.829 4.907
67 C 3.919 -7.975 3.543
68 H 4.433 -10.290 9.267
69 H 4.923 -8.570 9.217
70 H 6.115 -9.804 9.671
71 H 5.642 -10.669 7.187
72 H 6.705 -9.398 7.701
73 H 3.128 -7.308 3.201
74 H 3.520 -8.982 3.422
75 H 4.776 -7.823 2.887
76 C 3.584 8.934 -3.546
77 C 4.688 9.154 -2.474
78 O 4.636 10.417 -2.066
79 C 5.556 10.955 -1.257
80 O 6.681 10.520 -1.053
81 O 5.112 12.184 -0.773
82 C 5.581 12.676 0.508
83 H 2.604 9.394 -3.419
84 H 3.645 7.890 -3.853
85 H 3.823 9.292 -4.548
86 H 5.607 8.757 -2.905
87 H 4.466 8.574 -1.578
88 H 5.527 11.904 1.275
89 H 4.959 13.445 0.965
90 H 6.655 12.840 0.594
91 C -0.636 0.249 -3.039
92 O -1.629 -0.148 -3.545
93 N 0.567 -0.337 -3.140
94 C 1.714 0.391 -2.682
95 C 0.777 -1.552 -3.914
96 H -0.618 1.113 -2.356
97 H 2.349 -0.394 -2.270
98 H 1.483 0.970 -1.788
99 H 2.239 0.820 -3.535
100 H 1.378 -1.353 -4.802
101 H 1.226 -2.237 -3.195
102 H -0.111 -2.014 -4.344
103 C -0.357 8.754 1.222
104 O -0.061 7.550 0.899
105 N 0.379 9.521 2.019
106 C 0.027 10.864 2.259
107 C 1.533 8.985 2.707
108 H -1.261 9.324 0.958
109 H 0.965 11.391 2.434
110 H -0.470 10.871 3.229
111 H -0.588 11.474 1.598
112 H 1.238 8.984 3.756
113 H 1.802 7.929 2.674
114 H 2.489 9.484 2.546
115 Br -2.617 4.237 -8.716
116 C -1.862 2.698 -9.687
117 C -3.095 1.963 -10.326
118 Br -2.610 0.014 -10.527
119 H -1.327 2.097 -8.952
120 H -1.303 3.088 -10.537
121 H -3.572 2.271 -11.257
122 H -3.880 2.012 -9.572
123 Br 7.850 -3.481 -5.287
124 C 8.235 -4.239 -7.173
125 C 7.850 -3.342 -8.324
126 Br 7.728 -4.514 -9.974
127 H 7.729 -5.203 -7.224
128 H 9.280 -4.531 -7.066
129 H 8.435 -2.484 -8.654
130 H 6.789 -3.141 -8.174

Atom charges from the Löwdin analysis, given in e for atoms 1 to 6:
1 C -0.067
2 C -0.191
3 O -0.004
4 C -0.556
5 O 0.124
6 O -0.020



Record 3
Below is a 12-piece molecular cluster, C34H72F16N12O34S16 overall at a distorted geometry, with properties calculated with the ωB97M-V functional and the def2-TZVPD basis.

Values from the calculation:
- Charge: -4
- Gap between HOMO and LUMO: 0.920 eV
- 2S+1: 1
- Molar mass: 2010.040 g/mol
- LUMO energy: -1.1 eV
- E_tot: -12521.82755 hartree

CARTESIAN COORDINATES (ANGSTROEM)
1 C 18.444 23.034 15.744
2 C 18.669 22.211 17.037
3 C 17.298 22.024 17.772
4 C 16.417 20.823 17.210
5 C 17.247 19.509 17.138
6 C 18.560 19.644 16.250
7 N 19.273 20.858 16.815
8 O 20.590 20.897 16.252
9 C 18.185 19.755 14.744
10 C 19.462 18.414 16.583
11 C 19.526 23.078 17.950
12 H 17.956 23.974 16.002
13 H 17.737 22.666 15.000
14 H 19.331 23.296 15.167
15 H 16.610 22.866 17.839
16 H 17.493 21.803 18.822
17 H 16.016 20.978 16.209
18 H 15.517 20.673 17.806
19 H 16.580 18.727 16.775
20 H 17.436 19.184 18.161
21 H 17.435 20.516 14.527
22 H 17.865 18.744 14.493
23 H 19.013 19.969 14.068
24 H 19.733 18.378 17.638
25 H 20.349 18.435 15.950
26 H 18.903 17.533 16.267
27 H 19.685 22.588 18.910
28 H 19.135 24.073 18.164
29 H 20.510 23.219 17.503
30 C 24.923 24.121 14.847
31 C 25.959 23.720 13.810
32 C 25.467 22.378 13.275
33 C 26.098 21.868 11.957
34 C 26.063 23.017 10.873
35 C 26.753 24.335 11.344
36 N 26.010 24.724 12.665
37 O 26.144 26.131 12.995
38 C 26.340 25.388 10.353
39 C 28.262 24.251 11.454
40 C 27.378 23.471 14.569
41 H 23.873 24.090 14.558
42 H 25.150 25.138 15.168
43 H 25.003 23.375 15.637
44 H 24.378 22.332 13.246
45 H 25.725 21.619 14.013
46 H 25.597 21.020 11.490
47 H 27.146 21.662 12.176
48 H 25.024 23.219 10.613
49 H 26.535 22.685 9.948
50 H 25.298 25.653 10.528
51 H 26.394 25.080 9.309
52 H 26.922 26.310 10.349
53 H 28.630 24.982 12.173
54 H 28.869 24.206 10.550
55 H 28.609 23.341 11.944
56 H 28.195 23.049 13.984
57 H 27.280 22.830 15.446
58 H 27.684 24.425 14.998
59 C 9.567 16.893 23.880
60 C 10.684 17.847 23.692
61 C 11.995 17.109 23.727
62 N 13.161 17.713 22.910
63 C 12.856 17.587 21.397
64 C 14.459 16.949 23.119
65 C 15.591 17.713 22.722
66 C 15.156 19.112 23.089
67 C 13.640 19.169 23.295
68 H 9.397 16.686 24.936
69 H 9.673 15.951 23.342
70 H 8.620 17.263 23.487
71 H 10.627 18.684 24.388
72 H 10.593 18.218 22.671
73 H 12.007 16.138 23.231
74 H 12.342 17.070 24.759
75 H 12.759 16.552 21.068
76 H 13.673 18.067 20.860
77 H 11.918 18.058 21.102
78 H 14.348 15.925 22.763
79 H 14.415 17.028 24.205
80 H 15.941 17.668 21.690
81 H 16.478 17.367 23.252
82 H 15.330 19.805 22.266
83 H 15.654 19.440 24.002
84 H 13.192 19.858 22.580
85 H 13.267 19.366 24.300
86 C 22.549 12.525 17.074
87 C 22.299 11.326 16.141
88 C 23.558 10.745 15.498
89 N 23.276 9.955 14.197
90 C 22.337 8.775 14.502
91 C 24.648 9.331 13.726
92 C 24.745 9.462 12.177
93 C 23.383 9.976 11.774
94 C 22.819 10.726 12.992
95 H 23.209 13.306 16.696
96 H 22.842 12.269 18.092
97 H 21.653 13.114 17.273
98 H 21.568 11.536 15.361
99 H 21.991 10.585 16.879
100 H 24.151 10.121 16.167
101 H 24.171 11.518 15.034
102 H 21.316 9.154 14.471
103 H 22.491 8.381 15.506
104 H 22.446 7.944 13.805
105 H 24.795 8.292 14.017
106 H 25.483 9.897 14.139
107 H 25.076 8.569 11.647
108 H 25.485 10.211 11.894
109 H 22.699 9.127 11.780
110 H 23.365 10.607 10.885
111 H 21.736 10.807 13.082
112 H 23.151 11.764 12.965
113 N 21.030 29.089 13.018
114 S 20.732 27.781 12.401
115 O 19.327 27.465 12.158
116 O 21.602 26.623 12.630
117 F 21.197 28.259 10.970
118 S 21.164 28.586 14.619
119 O 22.547 28.719 15.124
120 O 20.266 27.609 15.154
121 F 20.412 29.862 15.272
122 N 15.291 12.202 20.104
123 S 13.850 12.003 19.712
124 O 13.571 11.390 18.395
125 O 12.898 12.909 20.348
126 F 13.475 10.746 20.607
127 S 15.755 13.048 18.753
128 O 14.879 14.152 18.344
129 O 16.486 12.422 17.720
130 F 16.981 13.788 19.484
131 N 14.597 25.722 23.975
132 S 14.759 24.403 24.682
133 O 16.059 23.751 24.560
134 O 13.575 23.582 24.995
135 F 14.947 25.042 26.146
136 S 13.911 25.151 22.580
137 O 12.500 25.495 22.468
138 O 14.368 23.926 21.980
139 F 14.590 26.176 21.516
140 N 14.156 20.704 11.167
141 S 13.008 20.147 11.949
142 O 11.690 20.751 11.693
143 O 13.280 19.556 13.223
144 F 12.937 18.780 11.063
145 S 14.037 22.303 11.577
146 O 13.744 22.644 12.972
147 O 13.576 23.106 10.503
148 F 15.594 22.635 11.393
149 N 9.613 23.631 17.542
150 S 10.794 23.120 16.776
151 O 10.744 21.797 16.124
152 O 12.087 23.648 17.179
153 F 10.518 24.084 15.479
154 S 9.662 22.321 18.643
155 O 10.942 21.875 19.159
156 O 8.541 21.351 18.491
157 F 9.121 23.214 19.848
158 N 19.728 16.795 10.467
159 S 20.005 15.388 10.915
160 O 20.699 15.226 12.171
161 O 20.204 14.358 9.867
162 F 18.483 14.989 11.318
163 S 21.360 17.127 10.293
164 O 22.211 16.474 9.291
165 O 22.056 17.640 11.464
166 F 21.272 18.547 9.482
167 N 22.365 21.320 21.747
168 S 21.363 20.361 22.267
169 O 21.578 19.598 23.510
170 O 20.539 19.740 21.255
171 F 20.290 21.386 22.851
172 S 23.271 20.188 20.913
173 O 22.918 19.857 19.581
174 O 23.902 19.197 21.804
175 F 24.474 21.239 20.722
176 N 17.908 29.878 22.158
177 S 18.491 29.382 20.921
178 O 19.931 29.305 20.668
179 O 17.563 29.229 19.800
180 F 18.233 27.825 21.492
181 S 18.801 31.325 22.033
182 O 18.495 32.174 20.847
183 O 20.152 31.255 22.569
184 F 18.011 32.026 23.214

Atom charges from the Löwdin analysis, given in e for atoms 1 to 6:
1 C 0.014
2 C -0.440
3 C -0.084
4 C -0.134
5 C -0.124
6 C -0.417